(1)
Computed, not measured: a molecular structure, C8H12B2CrF4N4O4, with wB97M-V/def2-TZVPD.

Element x y z (Å)
Cr  0.010  0.002  -0.519
C  -1.451  -3.670  1.118
C  -1.239  -2.280  0.685
N  -0.120  -1.835  0.177
O  0.927  -2.624  0.038
B  1.973  -1.964  -0.800
F  1.158  -1.148  -1.785
F  2.818  -2.790  -1.346
O  2.634  -0.892  0.033
N  1.849  0.134  0.175
C  2.302  1.262  0.694
C  3.693  1.464  1.125
C  1.267  2.285  0.695
N  0.139  1.827  0.182
O  -0.874  2.629  0.043
B  -1.955  1.978  -0.784
F  -1.153  1.166  -1.780
F  -2.783  2.830  -1.316
O  -2.612  0.929  0.055
N  -1.825  -0.120  0.186
C  -2.273  -1.241  0.688
C  -3.664  -1.449  1.123
C  1.431  3.683  1.114
H  -0.551  -4.262  0.986
H  -2.269  -4.127  0.553
H  -1.758  -3.706  2.168
H  4.279  0.560  0.991
H  3.734  1.767  2.176
H  4.157  2.279  0.559
H  -4.254  -0.547  0.992
H  -3.699  -1.756  2.172
H  -4.124  -2.266  0.559
H  2.418  3.896  1.509
H  0.665  3.943  1.853
H  1.219  4.347  0.267

The total charge is +2. Its multiplicity is 1. As for the HOMO-LUMO gap (spin up / spin down): 3.6885 / 3.7160 eV. The LUMO energy (spin up / spin down) is -12.8 / -12.8 eV. The calculation puts the total energy at -63268.857 eV.

(2)
Computed, not measured: a single C8H12BClO3 molecule, with wB97M-V/def2-TZVPD.

Element x y z (Å)
B  -3.150  -0.642  -0.061
C  -1.700  1.501  -0.176
C  -0.558  2.157  -0.129
C  -1.660  0.062  -0.577
C  0.787  1.515  -0.526
C  -0.399  -0.602  -0.087
C  0.949  0.206  -0.374
C  3.767  -0.065  0.749
C  2.918  -1.115  -0.029
O  -3.382  -0.848  1.266
O  -4.069  -0.854  -1.075
O  1.966  -0.466  -0.884
Cl  -0.276  -2.346  -0.496
H  -2.595  1.955  0.156
H  -0.604  3.288  0.156
H  -1.849  0.024  -1.644
H  1.564  2.252  -0.733
H  -0.552  -0.748  1.105
H  4.838  -0.107  0.587
H  3.303  0.877  0.452
H  3.521  -0.222  1.753
H  2.529  -1.714  0.711
H  3.628  -1.556  -0.779
H  -4.217  -1.141  1.462
H  -4.759  -1.411  -0.828

Its structure (SMILES) is CCOC1=CC=C[C@H](B(O)O)[C@H]1Cl. The relative energy (zero: lowest compared OMol25 entry of this formula, charge and spin) is 50.5 kJ/mol. The total charge is 0. Its multiplicity is 1. As for the HOMO-LUMO gap: 8.5931 eV. The LUMO energy is 0.2 eV. The calculation puts the total energy at -27831.925 eV.

(3)
Computed, not measured: 2 unconnected molecules or ions with the total composition C8H12Br2, with wB97M-V/def2-TZVPD.

Element x y z (Å)
C  -0.878  -0.597  -0.224
C  -1.632  -1.643  -0.140
C  1.940  1.205  0.509
C  -0.171  0.511  -0.131
C  -1.730  -2.572  -1.281
C  -2.484  -1.651  1.039
C  1.485  2.522  1.150
C  2.648  1.263  -0.790
Br  -0.938  1.940  -1.064
Br  2.609  -0.097  1.710
H  -2.803  -2.839  -1.480
H  -1.458  -2.144  -2.331
H  -1.217  -3.490  -1.111
H  -3.518  -1.892  0.637
H  -2.291  -2.456  1.862
H  -2.421  -0.655  1.497
H  2.472  3.152  1.193
H  0.984  2.438  2.082
H  0.935  3.063  0.358
H  2.114  0.593  -1.478
H  3.735  1.068  -0.819
H  2.620  2.282  -1.189

The relative energy (zero: lowest compared OMol25 entry of this formula, charge and spin) is 208.0 kJ/mol. The total charge is 0. Its multiplicity is 1. As for the HOMO-LUMO gap (spin up / spin down): 8.0529 / 8.0518 eV. The LUMO energy (spin up / spin down) is -0.1 / -0.1 eV. The calculation puts the total energy at -148570.774 eV.

(4)
Computed, not measured: a gas-phase ion, C8H12BrN2OS (charge +1), with wB97M-V/def2-TZVPD.

Element x y z (Å)
C  1.368  1.884  0.602
C  -0.187  0.292  -0.139
C  -0.875  -0.693  0.708
C  -1.216  0.718  -1.200
C  -2.076  -1.332  0.052
C  1.234  0.086  -0.761
C  -3.261  -1.513  1.051
C  3.310  1.676  -0.936
N  2.005  1.270  -0.466
N  0.141  1.480  0.793
O  -0.716  2.024  1.437
S  -2.595  -0.201  -1.297
Br  2.243  -1.455  0.079
H  1.816  2.555  1.220
H  -0.210  -1.485  1.071
H  -1.318  -0.119  1.577
H  -1.182  1.666  -1.787
H  -2.069  -2.232  -0.366
H  1.317  -0.164  -1.910
H  -3.888  -0.612  1.046
H  -2.863  -1.514  2.156
H  -3.867  -2.333  0.786
H  3.887  1.925  -0.048
H  3.138  2.602  -1.435
H  3.833  1.075  -1.576

The relative energy (zero: lowest compared OMol25 entry of this formula, charge and spin) is 0.0 kJ/mol. The total charge is +1. Its multiplicity is 1. As for the HOMO-LUMO gap (spin up / spin down): 4.9373 / 4.9392 eV. The LUMO energy (spin up / spin down) is -6.2 / -6.2 eV. The calculation puts the total energy at -94384.455 eV.